No. 1
Density functional theory data (ωB97M-V/def2-TZVPD) for a single C13H23NO3 molecule.

Atoms and positions in Å:
1 N 2.867 2.247 0.925
2 H -0.083 1.586 -0.892
3 C 1.322 0.499 0.338
4 H 4.141 0.518 -0.986
5 H 3.116 -3.116 1.998
6 H -4.419 1.360 1.381
7 H 1.519 0.562 -2.518
8 H 2.517 -4.235 0.758
9 H -1.305 -0.377 0.099
10 H 0.497 -1.020 -1.002
11 H -1.090 0.323 1.698
12 C -2.473 1.400 0.453
13 C 2.221 0.028 -1.877
14 H -4.415 -1.502 -1.789
15 O 3.386 -2.087 -0.440
16 C -1.207 0.564 0.639
17 C 1.471 -0.622 -0.711
18 H -2.556 1.708 -0.591
19 C 2.529 1.362 0.091
20 H 3.399 1.893 -1.799
21 H -4.800 0.841 -1.000
22 C 3.186 1.003 -1.206
23 H 1.333 0.104 1.357
24 H 1.507 -3.879 2.194
25 H 4.099 3.613 1.328
26 H -3.447 -1.819 -0.349
27 C -3.773 -1.044 -1.039
28 C -4.530 0.050 -0.297
29 O 3.994 3.007 0.583
30 O 1.566 -2.397 0.827
31 H 0.139 2.237 0.733
32 H -5.460 -0.370 0.095
33 H -2.368 2.310 1.048
34 H -3.499 -0.125 1.585
35 C 0.033 1.314 0.159
36 H 2.744 -0.717 -2.475
37 C 2.272 -1.767 -0.122
38 C -3.752 0.661 0.870
39 H -2.902 -0.638 -1.547
40 C 2.222 -3.474 1.483

HOMO level: -9.402 eV
energy above the lowest of the compared OMol25 structures with the same formula, charge and spin: 48.46 kcal/mol
lowest unoccupied orbital energy: 0.811 eV
SMILES string: CCCCCC[C@@H]1/C(=N/O)CC[C@H]1C(=O)OC
Kohn-Sham gap: 10.213 eV



No. 2
Density functional theory data (ωB97M-V/def2-TZVPD) for a single C13H23NO6 molecule.

Atoms and positions in Å:
1 H -3.277 -1.781 -0.570
2 H -0.596 -3.854 -2.471
3 H 2.606 -0.268 0.950
4 H 2.316 4.394 -0.614
5 H -3.136 -0.029 -3.058
6 O 2.553 3.682 1.317
7 C 2.325 0.076 1.942
8 H 0.134 -0.607 -1.096
9 H 1.605 -2.222 0.998
10 H 2.410 5.599 0.709
11 O -2.060 -0.104 -0.800
12 O 0.702 -2.482 -1.793
13 H -1.806 -1.691 1.303
14 H -1.175 1.164 0.477
15 C -3.414 -0.977 -2.577
16 H 3.925 1.550 2.072
17 C -0.632 -2.830 -2.092
18 C 2.231 2.405 1.095
19 C -1.282 -1.908 -3.141
20 N 0.096 -0.852 1.440
21 H -1.601 -0.403 2.516
22 H -2.848 0.728 0.910
23 H -1.254 -2.821 -1.190
24 C 2.015 4.633 0.408
25 H -4.459 -1.203 -2.801
26 C -1.350 -0.720 1.500
27 O 1.553 2.039 0.170
28 H 2.755 -0.589 2.694
29 O -2.692 -2.045 -3.136
30 O 0.263 0.911 2.817
31 C 0.661 -1.868 0.581
32 H 2.535 1.877 3.121
33 H -0.998 -0.870 -2.945
34 C -1.894 0.343 0.527
35 H -0.931 -2.184 -4.141
36 H 1.855 -1.024 -1.051
37 C 0.848 -1.408 -0.885
38 C 0.809 0.093 2.100
39 H -0.025 -2.721 0.583
40 C 2.837 1.499 2.143
41 H -4.113 -0.213 -0.686
42 C -3.259 -0.798 -1.061
43 H 0.924 4.631 0.463

HOMO level: -8.934 eV
energy above the lowest of the compared OMol25 structures with the same formula, charge and spin: 0.00 kcal/mol
lowest unoccupied orbital energy: 0.860 eV
SMILES string: COC(=O)CCC(=O)N1CCOCCOCCOCC1
Kohn-Sham gap: 9.794 eV



No. 3
Density functional theory data (ωB97M-V/def2-TZVPD) for a molecular structure, C13H24AlBBrClFNNa2O11P2.

Atoms and positions in Å:
1 H 3.437 3.623 5.573
2 C 1.772 2.254 3.252
3 O -5.143 -2.446 -0.869
4 C -2.545 -1.193 -2.614
5 H 1.412 -1.346 -0.980
6 O -2.175 0.710 2.014
7 O -0.495 -2.819 -2.641
8 C -3.216 -0.874 -0.298
9 H 1.339 2.624 6.514
10 F -4.516 -4.091 -2.285
11 C 1.604 2.576 5.472
12 H -3.237 -0.872 -3.370
13 H 1.566 1.952 2.238
14 H 3.156 -3.417 -1.163
15 Cl 0.665 -2.836 0.677
16 H -3.352 0.549 -1.782
17 H 2.739 0.596 -2.689
18 C 1.342 1.709 -1.460
19 O 2.647 -2.583 -1.170
20 Na 2.965 3.008 -2.282
21 C 2.884 2.946 3.663
22 H 2.361 -0.113 -0.114
23 O 2.018 2.158 -0.585
24 N 2.767 3.138 5.008
25 H -1.668 2.126 -2.531
26 H -1.766 -2.063 3.461
27 C 1.824 0.418 -2.132
28 H -0.559 -0.006 -0.723
29 H 4.039 3.614 1.105
30 O 4.887 3.906 1.462
31 Br -6.134 -0.833 -0.496
32 H -1.004 -2.259 -0.072
33 H -0.499 1.019 -3.132
34 H 0.400 -1.308 -4.161
35 C -3.966 -1.976 -1.063
36 O 0.226 2.378 -1.780
37 H 3.112 -1.212 -1.242
38 Na -1.665 -4.484 0.537
39 H -1.594 1.290 -0.314
40 C -0.829 1.523 -2.238
41 H 0.009 1.506 4.436
42 O -3.108 -2.349 -1.926
43 B -1.139 -1.734 -3.149
44 P -1.327 -0.465 2.169
45 H 3.750 3.319 3.104
46 O -1.432 -1.173 3.579
47 P -2.110 -1.901 0.687
48 C -1.331 0.634 -1.131
49 H -3.812 -0.259 0.333
50 Al 4.130 -2.400 -2.720
51 H -0.306 -2.752 -1.696
52 O -0.540 -1.133 -4.202
53 C 2.194 -0.615 -1.047
54 C -2.576 -0.145 -1.483
55 H 1.115 -0.036 -2.796
56 C 0.958 2.020 4.401
57 H 0.549 0.196 2.748
58 O 0.176 -0.096 1.899

HOMO level: -5.381 eV
energy above the lowest of the compared OMol25 structures with the same formula, charge and spin: 0.00 kcal/mol
lowest unoccupied orbital energy: -2.760 eV
Kohn-Sham gap: 2.620 eV